The following is a DFT calculation (wB97M-V/def2-TZVPD) of the molecule C4H5NP2 at a distorted geometry.

As for the HOMO-LUMO gap (spin up / spin down): 7.1 / 7.1 eV. The calculated total energy comes out at -24288.248 eV. The strongest force on any atom is 3.00 eV Å⁻¹. Its energy relative to the best compared isomer or geometry (same formula, charge and spin) is 4.1716 eV. The HOMO energy (spin up / spin down) comes out at -8.87 / -8.87 eV.

Structure (XYZ):
```
12
Properties=species:S:1:pos:R:3:forces:R:3
C 0.288449 0.377849 -0.215656 -0.298 -0.232 -0.855
C -1.890521 -0.202426 -1.120693 -0.279 -0.993 0.168
C 0.636792 -0.602289 0.597551 -0.194 1.059 -1.385
C -0.135058 -1.466656 1.515376 -1.880 2.294 -0.454
N -1.097990 2.683989 -1.652028 -0.130 -0.559 0.114
P 2.137773 0.216698 -0.223281 -0.825 0.673 1.497
P -1.072223 1.215832 -1.160615 1.519 1.012 0.615
H -1.242365 -1.245295 1.333174 1.453 -0.311 0.198
H 0.000307 -2.483993 1.462089 0.613 -2.333 -0.443
H 0.096144 -1.161770 2.509260 0.225 0.194 0.977
H -0.199147 3.144112 -1.659445 0.134 0.162 0.043
H 2.477839 -0.476050 -1.385733 -0.338 -0.965 -0.475
```
Positions in Å, forces in eV/Å.

Mulliken population analysis, charges in e, atoms 1 to 8:
1 C -0.48
2 C -0.38
3 C 0.52
4 C -0.85
5 N -0.73
6 P -0.09
7 P 0.83
8 H 0.30

***

The following is a DFT calculation (wB97M-V/def2-TZVPD) of the molecule C11H11N2PS at a distorted geometry.

As for the HOMO-LUMO gap (spin up / spin down): 4.9 / 6.8 eV. The calculated total energy comes out at -34685.432 eV. The expectation value of S² is 2.02. The strongest force on any atom is 3.68 eV Å⁻¹. Its spin multiplicity is 3. Its energy relative to the best compared isomer or geometry (same formula, charge and spin) is 0.0310 eV. The HOMO energy (spin up / spin down) comes out at -4.63 / -9.11 eV.

Structure (XYZ):
```
26
Properties=species:S:1:pos:R:3:forces:R:3
C -1.477706 0.510842 -3.004128 -1.402 -1.872 -1.815
C -1.491486 -1.762377 2.282643 -0.990 0.632 -1.474
C -1.333806 1.889313 -3.157405 -0.479 -0.375 1.037
C -0.669290 -1.922294 3.400266 -1.576 -0.916 0.060
C -0.624793 -0.206889 -2.153708 -1.078 0.189 -0.726
C -1.022150 -1.128598 1.101954 -0.200 -0.647 1.820
C -0.460795 2.562187 -2.289157 0.864 -1.810 -0.540
C 0.631879 -1.509542 3.265545 2.439 0.133 2.755
C 0.287580 0.587707 -1.478279 0.804 -0.990 1.557
C 0.328872 -0.725368 1.130931 0.909 -0.043 -1.341
C 2.357346 1.200006 0.439073 -0.345 -2.168 2.320
N 0.394274 1.913553 -1.489042 -1.125 -0.058 -1.021
N 1.149416 -0.997331 2.181370 -0.115 0.563 -0.317
P 1.382378 -0.174813 -0.247042 -2.007 1.088 1.526
S 2.347696 -1.885686 -1.172087 0.768 -0.909 -0.727
H -2.288954 -0.090245 -3.684401 2.099 1.658 1.846
H -2.572424 -2.071304 2.321457 1.255 0.306 0.005
H -2.029217 2.371987 -3.818027 0.110 0.498 -0.162
H -1.115230 -2.441327 4.269448 0.767 0.562 -0.391
H -0.730955 -1.307703 -2.006288 0.391 1.141 -0.163
H -1.706678 -0.884160 0.301663 0.140 -0.108 -0.095
H -0.232324 3.580174 -2.277192 -0.489 1.742 -0.356
H 1.400257 -1.532057 4.163722 -1.759 -0.313 -1.740
H 3.399148 1.022637 0.149811 -0.174 0.685 0.024
H 1.849622 2.135498 0.196784 0.578 -0.123 0.016
H 2.227338 0.865790 1.572088 0.616 1.133 -2.097
```
Positions in Å, forces in eV/Å.

Mulliken population analysis, charges in e, atoms 1 to 8:
1 C -0.30
2 C -0.37
3 C -0.51
4 C -0.46
5 C -0.35
6 C -0.38
7 C -0.44
8 C -0.29

***

The following is a DFT calculation (wB97M-V/def2-TZVPD) of the molecule C17H21NO4.

The SMILES is COc1ccc([C@@H]2CC(=O)C(/C=N/CCCO)=C(O)C2)cc1. As for the HOMO-LUMO gap: 9.0 eV. The calculated total energy comes out at -27649.568 eV. The strongest force on any atom is 0.51 eV Å⁻¹. Its energy relative to the best compared isomer or geometry (same formula, charge and spin) is 2.0636 eV. The HOMO energy comes out at -8.43 eV.

Structure (XYZ):
```
43
Properties=species:S:1:pos:R:3:forces:R:3
C 4.765257 2.735253 2.262543 0.002 -0.015 0.226
O 4.724099 2.764089 0.857028 -0.054 -0.029 -0.340
C 3.863381 1.927450 0.214366 -0.078 -0.080 -0.106
C 3.018691 1.016381 0.834012 0.238 0.238 0.272
C 2.182572 0.211982 0.075237 0.024 -0.039 -0.217
C 2.164510 0.290324 -1.307066 0.041 -0.128 -0.002
C 1.251963 -0.533945 -2.187067 -0.143 -0.047 -0.046
C 0.083461 0.326171 -2.684642 0.074 0.159 -0.142
C -0.866839 0.722957 -1.572763 0.308 -0.264 -0.246
O -1.431125 1.797769 -1.571270 -0.094 0.092 0.035
C -1.088617 -0.289340 -0.541186 -0.055 -0.123 0.154
C -2.083507 -0.015238 0.467053 -0.089 0.197 0.006
N -2.332872 -0.843796 1.402556 0.352 -0.240 -0.185
C -3.333583 -0.570923 2.391404 -0.285 -0.107 0.392
C -4.334583 -1.726224 2.452458 -0.156 0.290 -0.283
C -5.142278 -1.842113 1.158139 0.428 0.159 0.115
O -6.109066 -2.862325 1.213649 -0.281 -0.424 0.076
C -0.370448 -1.459116 -0.506036 -0.190 0.062 -0.122
O -0.571004 -2.374976 0.417033 0.195 0.009 -0.165
C 0.685839 -1.783615 -1.514056 0.129 0.013 0.005
C 3.022303 1.203010 -1.918799 0.011 0.025 0.162
C 3.856940 2.009022 -1.179065 0.082 0.087 0.146
H 3.796089 2.997893 2.698868 0.032 -0.025 -0.016
H 5.503387 3.481884 2.551267 -0.062 -0.066 0.031
H 5.078606 1.754718 2.636102 -0.029 0.036 -0.013
H 2.996352 0.918782 1.908014 0.033 0.020 0.098
H 1.543594 -0.483452 0.596252 -0.021 -0.071 0.081
H 1.836196 -0.849854 -3.059587 -0.093 0.004 0.102
H -0.500242 -0.238703 -3.418572 -0.035 0.000 -0.046
H 0.442784 1.234846 -3.169305 -0.074 -0.022 0.018
H -2.603733 0.941818 0.372910 -0.058 -0.029 0.079
H -2.825974 -0.493955 3.359554 -0.132 0.090 -0.051
H -3.856973 0.376355 2.193931 0.075 -0.043 0.023
H -5.018755 -1.567631 3.287397 -0.018 -0.055 0.021
H -3.789942 -2.658673 2.624398 0.002 -0.020 0.053
H -5.701730 -0.920532 0.979905 0.101 0.011 -0.019
H -4.459310 -2.001876 0.310499 -0.107 0.108 0.086
H -5.666106 -3.700295 1.388241 -0.046 0.070 -0.039
H -1.306077 -2.023892 1.029586 -0.061 0.102 -0.017
H 0.230519 -2.424908 -2.276574 0.001 -0.032 0.051
H 1.470639 -2.368054 -1.029710 -0.060 -0.011 0.027
H 3.035631 1.279305 -2.996664 0.004 0.014 -0.139
H 4.518876 2.714678 -1.655243 0.089 0.084 -0.065
```
Positions in Å, forces in eV/Å.

Mulliken population analysis, charges in e, atoms 1 to 8:
1 C -0.82
2 O -0.46
3 C 0.90
4 C -0.89
5 C -0.20
6 C 0.02
7 C 0.13
8 C -1.01